one | Formula: C5H9N2
Source: the Open Molecules 2025 dataset
Level of theory: ωB97M-V with the def2-TZVPD basis set

**Gap between HOMO and LUMO**: 11.4 eV
**SMILES string**: CC1=N[C@@H]1[NH+]1CC1
**Net charge**: +1

Structure (XYZ):
```
16
Properties=species:S:1:pos:R:3:mulliken_charge:R:1
C -0.371 1.304 -0.975 0.24
C 1.611 -1.346 1.034 -0.30
C 0.101 -1.466 1.236 -0.32
C 0.609 0.756 -0.036 0.09
C -1.736 1.446 -1.339 -0.99
N 0.859 1.373 -1.349 -0.53
N 0.653 -0.685 0.050 0.01
H 2.140 -0.685 1.665 0.25
H 2.162 -2.137 0.573 0.27
H -0.385 -2.446 1.206 0.30
H -0.505 -0.825 2.001 0.24
H 0.804 1.089 1.036 0.41
H -1.828 1.317 -2.431 0.34
H -2.038 2.450 -1.168 0.34
H -2.485 0.879 -0.622 0.28
H 0.411 -1.024 -0.880 0.38
```

two | Formula: C5H9N2
Source: the Open Molecules 2025 dataset
Level of theory: ωB97M-V with the def2-TZVPD basis set

**Gap between HOMO and LUMO**: 10.7 eV
**SMILES string**: CCc1c[nH]c[nH+]1
**Net charge**: +1

Structure (XYZ):
```
16
Properties=species:S:1:pos:R:3:mulliken_charge:R:1
C -2.209 -0.514 -0.171 -1.32
C -1.136 0.374 -0.828 -0.16
C 0.198 0.259 -0.178 0.37
C 1.179 1.193 -0.094 -0.64
N 2.324 0.565 0.358 -0.01
C 1.983 -0.634 0.818 -0.19
N 0.694 -0.827 0.558 -0.04
H -2.205 -1.479 -0.673 0.33
H -3.165 -0.017 -0.300 0.35
H -2.158 -0.698 0.906 0.42
H -1.424 1.404 -0.657 0.35
H -1.110 0.115 -1.879 0.25
H 1.098 2.146 -0.583 0.38
H 3.215 1.004 0.545 0.24
H 2.640 -1.435 1.118 0.39
H 0.078 -1.454 1.058 0.28
```

Which of them is most stable? Easy: two.

one | Formula: C5H9N2
Source: the Open Molecules 2025 dataset
Level of theory: ωB97M-V with the def2-TZVPD basis set

**Gap between HOMO and LUMO**: 10.5 eV
**SMILES string**: [H]/N=C(\C)C[NH+]=C=C
**Net charge**: +1

Structure (XYZ):
```
16
Properties=species:S:1:pos:R:3:mulliken_charge:R:1
C -1.990 -0.476 -0.556 0.50
C -2.946 -1.279 -0.211 -0.65
C 0.289 -0.133 -0.760 -0.75
C 0.856 0.647 0.384 0.71
C 2.334 0.472 0.665 -1.20
N 0.034 1.257 1.159 -0.59
N -1.071 0.160 -1.023 0.01
H -3.402 -2.105 -0.824 0.32
H -3.030 -1.170 0.910 0.27
H 0.995 0.070 -1.611 0.31
H 0.459 -1.308 -0.803 0.39
H 0.628 1.576 1.956 0.29
H 2.533 0.628 1.728 0.41
H 2.913 1.049 -0.117 0.32
H 2.638 -0.548 0.332 0.32
H -1.241 1.160 -1.229 0.38
```

two | Formula: C5H9N2
Source: the Open Molecules 2025 dataset
Level of theory: ωB97M-V with the def2-TZVPD basis set

**Gap between HOMO and LUMO**: 10.5 eV
**SMILES string**: C[N+]1(N2CC2)C=C1
**Net charge**: +1

Structure (XYZ):
```
16
Properties=species:S:1:pos:R:3:mulliken_charge:R:1
C -0.963 -1.045 1.011 -0.31
C 0.236 -0.973 1.487 -0.08
C 0.772 1.664 -0.080 -0.48
C -0.663 1.680 -0.083 -0.33
C 0.318 -1.639 -1.116 -0.83
N 0.066 0.563 -0.624 -0.38
N -0.009 -0.677 -0.062 0.48
H -2.078 -0.845 1.131 0.33
H 0.862 -0.980 2.307 0.43
H 1.399 2.382 -0.772 0.24
H 1.183 1.542 0.854 0.29
H -1.259 1.650 0.793 0.32
H -1.288 2.159 -0.839 0.25
H -0.235 -1.356 -1.976 0.31
H 1.443 -1.540 -1.242 0.31
H 0.216 -2.585 -0.790 0.46
```

Which of them is most stable? Easy: one.

one | Formula: C5H8O2S
Source: the Open Molecules 2025 dataset
Level of theory: ωB97M-V with the def2-TZVPD basis set

**Gap between HOMO and LUMO**: 9.4 eV
**SMILES string**: C=C(COC)OC=S

Structure (XYZ):
```
16
Properties=species:S:1:pos:R:3:mulliken_charge:R:1
C -0.767 1.038 -1.551 -0.68
C 0.177 1.121 0.575 -0.46
C 0.739 -0.256 0.781 0.53
C 1.863 -0.758 0.342 -0.77
C -1.162 -1.701 0.824 0.13
H -0.237 0.104 -1.793 0.34
H -0.108 1.861 -1.911 0.28
H -1.749 1.112 -1.979 0.23
H 0.990 1.756 0.063 0.33
H -0.060 1.621 1.547 0.26
H 2.223 -1.793 0.600 0.28
H 2.567 -0.101 -0.161 0.27
H -1.057 -1.512 -0.256 0.21
O -0.989 1.184 -0.146 -0.33
O -0.153 -1.085 1.504 -0.33
S -2.278 -2.590 1.561 -0.28
```

two | Formula: C5H8O2S
Source: the Open Molecules 2025 dataset
Level of theory: ωB97M-V with the def2-TZVPD basis set

**Gap between HOMO and LUMO (alpha / beta)**: 8.9 / 8.9 eV

Structure (XYZ):
```
16
Properties=species:S:1:pos:R:3:mulliken_charge:R:1
C -0.271 -1.130 -0.025 -0.89
C -1.593 -1.407 0.103 -0.57
C 0.184 0.291 0.110 1.61
C 0.791 0.783 -1.141 -1.26
C 1.417 0.361 1.181 -1.50
O -3.286 0.363 -0.944 -0.43
O -0.834 1.053 0.569 -0.76
S -2.706 0.020 0.345 0.52
H 0.355 -1.852 -0.246 0.58
H -1.959 -2.347 0.028 0.54
H 1.062 1.913 -0.899 0.28
H 0.203 0.898 -2.039 0.33
H 1.661 0.173 -1.199 0.35
H 1.771 1.321 1.167 0.49
H 2.224 -0.331 0.918 0.37
H 0.981 -0.110 2.073 0.34
```

three | Formula: C5H8O2S
Source: the Open Molecules 2025 dataset
Level of theory: ωB97M-V with the def2-TZVPD basis set

**Gap between HOMO and LUMO**: 9.2 eV
**SMILES string**: CO[C@H]1COC(=S)C1

Structure (XYZ):
```
16
Properties=species:S:1:pos:R:3:mulliken_charge:R:1
C 2.139 -0.965 -0.008 -0.64
C 0.216 0.324 0.383 0.32
C -0.456 1.605 -0.056 -0.52
C -2.132 0.119 -0.080 0.10
C -0.869 -0.661 -0.097 -0.68
H 2.499 -1.065 1.070 0.23
H 2.892 -1.026 -0.733 0.28
H 1.351 -1.719 -0.272 0.29
H 0.312 0.436 1.511 0.28
H -0.204 2.567 0.451 0.30
H -0.183 1.653 -1.130 0.30
H -0.945 -1.641 0.339 0.44
H -0.617 -0.772 -1.195 0.30
O 1.477 0.296 -0.175 -0.36
O -1.899 1.463 -0.031 -0.33
S -3.580 -0.613 0.023 -0.29
```

Which of them is most stable? Easy: three.

one | Formula: C2H7NO4
Source: the Open Molecules 2025 dataset
Level of theory: ωB97M-V with the def2-TZVPD basis set

**Gap between HOMO and LUMO**: 9.5 eV

Structure (XYZ):
```
14
Properties=species:S:1:pos:R:3:mulliken_charge:R:1
C -0.976 -0.142 -0.310 0.69
C 2.031 0.085 0.043 -0.31
N -2.045 0.525 0.320 -0.64
O 0.648 0.402 1.393 -0.57
O 0.292 0.682 -0.051 -0.15
O -1.145 -0.142 -1.664 -0.52
O -0.727 -1.397 0.185 -0.57
H -0.238 -1.222 1.022 0.44
H -0.616 -0.865 -2.024 0.35
H -2.201 1.430 -0.107 0.24
H -1.846 0.640 1.308 0.29
H 1.913 -0.988 0.006 0.28
H 2.707 0.446 0.804 0.25
H 2.204 0.547 -0.924 0.22
```

two | Formula: C2H7NO4
Source: the Open Molecules 2025 dataset
Level of theory: ωB97M-V with the def2-TZVPD basis set

**Gap between HOMO and LUMO**: 11.1 eV
**SMILES string**: O=CNC=O.O.O

Structure (XYZ):
```
14
Properties=species:S:1:pos:R:3:mulliken_charge:R:1
O -0.176 -1.648 2.916 -0.50
C 0.222 -0.757 2.211 0.08
N -0.461 0.443 2.090 -0.12
C -0.142 1.425 1.159 0.12
O 0.742 1.296 0.365 -0.49
H 1.174 -0.844 1.682 0.33
H -1.194 0.567 2.769 0.22
H -0.819 2.283 1.311 0.36
H -1.750 -1.439 -3.543 0.31
H -1.757 -1.841 -2.091 0.31
O -1.678 -1.065 -2.657 -0.62
H 1.315 0.938 -1.848 0.33
H 2.716 0.390 -2.038 0.30
O 1.807 0.252 -2.327 -0.62
```

Which of them is most stable? Easy: two.

one | Formula: C4H10NP
Source: the Open Molecules 2025 dataset
Level of theory: ωB97M-V with the def2-TZVPD basis set

**Gap between HOMO and LUMO (alpha / beta)**: 8.6 / 7.5 eV

Structure (XYZ):
```
16
Properties=species:S:1:pos:R:3:mulliken_charge:R:1
C 0.650 -0.289 0.546 0.84
C 1.353 -1.028 1.660 -1.22
C 0.858 -0.624 -0.914 -1.39
C -2.455 1.247 -1.531 -1.11
N 0.356 1.061 0.766 -0.40
P -1.061 0.311 1.016 -0.06
H 0.897 -1.174 2.663 0.38
H 2.386 -0.526 1.671 0.27
H 1.399 -2.099 1.265 0.32
H 0.023 -1.404 -1.107 0.27
H 1.783 -1.269 -1.022 0.36
H 0.837 0.223 -1.518 0.42
H -3.397 1.070 -1.140 0.38
H -2.393 0.887 -2.570 0.27
H -2.028 2.148 -1.312 0.39
H 0.794 1.466 1.524 0.29
```

two | Formula: C4H10NP
Source: the Open Molecules 2025 dataset
Level of theory: ωB97M-V with the def2-TZVPD basis set

**Gap between HOMO and LUMO (alpha / beta)**: 8.3 / 7.8 eV

Structure (XYZ):
```
16
Properties=species:S:1:pos:R:3:mulliken_charge:R:1
C 2.327 -0.111 -0.502 -0.13
C -2.160 0.969 -0.075 -1.05
C -0.708 -1.283 -0.076 -1.11
C 0.349 1.080 0.842 -0.76
N 3.137 -0.768 0.122 -0.45
P -0.385 0.496 -0.622 0.09
H 1.884 0.019 -1.459 0.41
H -2.610 1.342 -1.005 0.32
H -1.954 1.854 0.584 0.32
H -2.624 0.229 0.463 0.38
H 0.041 -2.027 -0.114 0.39
H -1.471 -1.649 -0.831 0.33
H -1.280 -1.211 0.849 0.33
H 0.955 0.303 1.338 0.42
H 0.716 2.116 0.854 0.28
H 3.782 -1.360 -0.367 0.24
```

Which of them is most stable? Easy: one.

one | Formula: CHBr2FS
Source: the Open Molecules 2025 dataset
Level of theory: ωB97M-V with the def2-TZVPD basis set

**Gap between HOMO and LUMO (alpha / beta)**: 7.5 / 7.0 eV
**Spin multiplicity**: 3
**<S²>**: 2.006

Structure (XYZ):
```
6
Properties=species:S:1:pos:R:3:lowdin_spin:R:1
C 1.131 1.171 0.395 0.66
F 0.728 0.005 0.882 0.15
S 1.500 2.409 1.345 1.07
Br -2.005 -2.847 -0.130 0.00
Br 0.855 0.974 -1.571 0.12
H -2.208 -1.711 -0.921 0.00
```

two | Formula: CHBr2FS
Source: the Open Molecules 2025 dataset
Level of theory: ωB97M-V with the def2-TZVPD basis set

**Gap between HOMO and LUMO (alpha / beta)**: 8.6 / 7.1 eV
**Spin multiplicity**: 3
**<S²>**: 2.007

Structure (XYZ):
```
6
Properties=species:S:1:pos:R:3:lowdin_spin:R:1
C -0.756 0.358 -0.159 0.62
F -0.325 0.164 -1.410 0.12
S 1.923 -0.490 0.944 0.99
Br -1.962 -1.015 0.427 0.11
Br -1.100 2.103 0.463 0.12
H 2.220 -1.120 -0.264 0.04
```

Which of them is most stable? Easy: two.

one | Formula: C3H4N4O2
Source: the Open Molecules 2025 dataset
Level of theory: ωB97M-V with the def2-TZVPD basis set

**Gap between HOMO and LUMO**: 9.4 eV
**SMILES string**: [H]/N=c1\oc(=O)nnn1C

Structure (XYZ):
```
13
Properties=species:S:1:pos:R:3:mulliken_charge:R:1
C -1.305 0.319 -1.458 -0.78
C 1.928 0.483 1.295 0.54
C -0.161 -0.698 0.581 0.50
H -2.232 0.633 -1.012 0.27
H -0.889 1.168 -2.056 0.36
H -1.478 -0.618 -1.933 0.31
H -0.793 -2.197 1.483 0.30
N -0.268 0.299 -0.397 0.61
N 0.806 0.973 -0.741 -0.22
N 1.918 1.054 -0.015 -0.51
N -1.043 -1.607 0.632 -0.64
O 2.646 0.717 2.179 -0.39
O 0.871 -0.525 1.442 -0.35
```

two | Formula: C3H4N4O2
Source: the Open Molecules 2025 dataset
Level of theory: ωB97M-V with the def2-TZVPD basis set

**Gap between HOMO and LUMO**: 10.0 eV
**SMILES string**: N/N=C\Oc1nnco1

Structure (XYZ):
```
13
Properties=species:S:1:pos:R:3:mulliken_charge:R:1
C -0.500 1.347 0.795 -0.05
C 0.255 -0.672 -0.294 0.62
C -0.230 -2.647 0.127 0.09
H 0.182 4.156 0.232 0.24
H 0.514 2.896 -0.683 0.25
H -0.906 0.585 1.421 0.48
H -0.838 -3.383 0.660 0.38
N -0.170 3.313 -0.074 -0.36
N -0.491 2.640 1.032 -0.30
N 1.129 -1.402 -0.955 -0.42
N 0.740 -2.695 -0.674 -0.31
O 0.108 0.695 -0.389 -0.36
O -0.679 -1.372 0.301 -0.26
```

Which of them is most stable? Easy: one.